A structure of composition C5H7N. Source: the OMol25 dataset; level of theory: ωB97M-V/def2-TZVPD.

Geometry as XYZ:
```
13
Properties=species:S:1:pos:R:3:forces:R:3
C -1.169131 -0.939810 0.318516 -0.115 -0.180 -0.022
N -0.008569 -0.172491 0.758609 -0.153 0.004 -0.057
C -0.167026 1.292582 0.514056 -0.146 0.279 0.009
C 0.911043 1.187653 -0.521180 -0.067 0.086 -0.004
C 1.046508 -0.139528 -0.254152 0.579 -0.087 -0.663
C 1.907724 -1.044035 -0.928106 -0.476 0.014 0.090
H -0.861487 -1.970799 0.117783 -0.067 0.129 0.109
H -1.604580 -0.529076 -0.613789 0.108 -0.120 0.172
H -1.946216 -0.951837 1.089867 0.167 0.013 -0.089
H -1.147312 1.599763 0.135949 0.012 -0.166 0.090
H 0.089759 1.906181 1.386746 -0.021 -0.061 -0.173
H 1.336759 1.858707 -1.262047 0.201 -0.111 0.389
H 1.612525 -2.097315 -0.742250 -0.021 0.201 0.148
```
Forces are in eV/Å.

Output
Highest occupied orbital energy (alpha / beta), eV: -8.551 / -8.568
LUMO (alpha / beta), eV: -1.06 / -1.06
ΔE to the lowest compared entry with this formula, charge and spin, kcal/mol: 130.79

Results of the Löwdin charge analysis, in e, for atoms 1 through 6:
1 C -0.1059
2 N -0.1386
3 C -0.1517
4 C 0.0493
5 C -0.4174
6 C 0.1735



A structure of composition C20H27AsF6N5O2S2SbZn. Source: the OMol25 dataset; level of theory: ωB97M-V/def2-TZVPD.

Geometry as XYZ:
```
65
Properties=species:S:1:pos:R:3:forces:R:3
Zn 0.483060 -0.630394 -0.679815 -0.047 0.162 -0.049
O 0.375830 -4.316936 0.798522 0.001 0.230 -0.108
C 0.308194 -3.280193 0.167644 0.071 0.166 0.132
O 0.597060 -2.091398 0.612512 -0.137 -0.379 0.002
C -0.140619 -3.325257 -1.290993 0.083 0.369 -0.037
C -0.508221 -4.513924 -1.883378 -0.029 -0.172 -0.035
C -0.870140 -4.502793 -3.220654 -0.024 -0.019 -0.056
C -0.875032 -3.301470 -3.913209 -0.035 -0.068 -0.082
C -0.515379 -2.147751 -3.245964 0.054 0.056 0.252
N -0.144623 -2.158984 -1.961678 0.010 -0.343 -0.039
H -0.492697 -5.416607 -1.287710 0.024 0.038 -0.031
H -1.143740 -5.422004 -3.722212 -0.005 0.008 0.015
H -1.140071 -3.253736 -4.961186 -0.013 -0.011 0.060
H -0.513779 -1.187896 -3.743199 0.093 0.033 -0.013
F 0.971528 0.690589 -2.447789 -0.126 -0.138 0.017
Sb 2.788070 0.337920 -3.094970 -0.328 0.028 0.208
F 2.748847 -0.893042 -1.606782 -0.040 -0.199 0.241
F 2.135711 -1.047522 -4.161375 -0.120 -0.152 -0.120
F 4.565121 -0.134267 -3.374746 0.247 -0.003 -0.244
F 2.477742 1.569289 -4.451238 0.171 0.133 -0.191
F 3.358919 1.683473 -1.919435 0.047 0.190 0.169
S 0.225413 0.855954 2.915018 -0.061 -0.039 0.025
C -0.578458 2.265247 2.328507 -0.022 0.104 -0.035
N 0.088717 3.382596 2.061260 -0.084 0.082 -0.164
C -0.531296 4.624756 1.578042 0.011 -0.144 0.076
C -1.981775 4.663742 2.024286 0.064 -0.051 0.050
C -2.663217 3.368047 1.625887 0.103 -0.062 0.125
N -1.894087 2.237266 2.151080 -0.076 0.068 0.060
H 1.088798 3.332501 2.153087 0.092 0.011 0.061
H -0.456423 4.683958 0.491360 0.028 -0.057 -0.054
H 0.022523 5.461229 1.995456 0.069 0.015 0.032
H -2.488571 5.506283 1.560078 -0.013 0.045 0.002
H -2.030642 4.788582 3.107143 -0.025 0.016 -0.003
H -2.717499 3.297161 0.537995 -0.043 -0.081 -0.083
H -3.672886 3.313469 2.024093 -0.031 -0.049 0.022
H -2.350631 1.359700 2.351268 -0.031 -0.012 -0.078
C 3.980255 0.142046 3.045758 -0.073 -0.029 0.036
As 3.560145 -0.363086 1.242736 0.238 0.305 0.290
C 5.067687 0.213036 0.213106 -0.012 -0.142 -0.028
C 3.503566 -2.272374 1.244805 -0.152 0.014 -0.159
S 1.851406 0.876509 0.744216 -0.019 -0.041 -0.158
H 4.898899 -0.353938 3.349503 0.053 -0.034 0.007
H 3.167308 -0.150988 3.703813 -0.041 -0.022 0.044
H 4.107838 1.219272 3.088238 0.018 0.077 0.000
H 5.960775 -0.081316 0.760571 0.056 -0.011 0.026
H 5.021383 1.287984 0.101663 0.012 0.179 -0.027
H 5.052838 -0.256199 -0.763845 -0.013 -0.029 -0.086
H 4.364623 -2.581240 1.834871 0.064 -0.029 -0.009
H 3.582483 -2.632248 0.223890 -0.005 -0.023 -0.061
H 2.575597 -2.616863 1.684229 -0.097 -0.048 0.074
N -3.206636 1.061313 -1.581491 0.010 -0.043 0.096
C -1.855248 1.045907 -1.574478 -0.071 0.117 0.111
N -1.369890 0.318288 -0.596821 -0.265 -0.172 -0.010
C -2.483795 -0.209659 0.077196 0.147 0.129 -0.029
C -2.556439 -1.050905 1.190807 0.039 -0.028 0.021
C -3.818448 -1.386178 1.646473 0.045 -0.003 0.040
C -4.984061 -0.913149 1.015825 -0.002 -0.005 0.009
C -4.922494 -0.082937 -0.085355 -0.013 0.066 -0.082
C -3.647830 0.261645 -0.531417 0.098 0.052 -0.133
H -3.783026 1.540343 -2.252035 0.016 0.015 -0.030
H -1.251844 1.591259 -2.288910 -0.065 -0.128 0.026
H -1.656817 -1.423984 1.667542 -0.035 0.012 -0.055
H -3.912628 -2.037811 2.508918 0.003 0.058 -0.111
H -5.952671 -1.214697 1.397441 0.083 0.023 -0.018
H -5.818723 0.272383 -0.584156 0.101 -0.036 0.086
```
Forces are in eV/Å.

Output
Highest occupied orbital energy (alpha / beta), eV: -11.005 / -11.791
Multiplicity: 2
LUMO (alpha / beta), eV: -2.30 / -4.68
Total charge: +1
ΔE to the lowest compared entry with this formula, charge and spin, kcal/mol: 3.58

Results of the Löwdin charge analysis, in e, for atoms 1 through 6:
1 Zn 0.4886
2 O 0.0812
3 C -0.5766
4 O -0.1801
5 C -0.1579
6 C 0.0208



The molecule C3H5N3. Source: the OMol25 dataset; level of theory: ωB97M-V/def2-TZVPD.

Geometry as XYZ:
```
11
Properties=species:S:1:pos:R:3:forces:R:3
C -1.612429 -0.502155 -0.105355 0.172 -0.290 0.378
C -0.225589 0.013954 -0.241888 0.414 -0.080 0.516
C 0.572100 1.118092 -0.591011 -0.001 0.108 0.162
N 1.774906 0.964782 -0.035100 0.079 0.059 -0.226
N 1.678454 -0.184048 0.601039 0.672 0.001 -0.465
N 0.552841 -0.817240 0.454941 0.526 0.354 0.359
H -1.175673 -1.446512 0.364115 -2.525 0.033 -1.244
H -2.115399 -0.030570 0.740205 -0.005 0.354 -0.101
H -2.288296 -0.428308 -0.974964 0.508 -0.733 0.346
H 0.376801 1.986529 -1.204081 -0.122 -0.109 0.197
H 2.462289 -0.674527 0.992102 0.283 0.303 0.078
```
Forces are in eV/Å.

Output
Highest occupied orbital energy, eV: -9.753
LUMO, eV: 1.16
ΔE to the lowest compared entry with this formula, charge and spin, kcal/mol: 41.27

Results of the Löwdin charge analysis, in e, for atoms 1 through 6:
1 C -0.0561
2 C -0.3436
3 C -0.0969
4 N 0.0493
5 N -0.0882
6 N 0.0478



A structure of composition C9H25F2NaO4S3. Source: the OMol25 dataset; level of theory: ωB97M-V/def2-TZVPD.

Geometry as XYZ:
```
44
Properties=species:S:1:pos:R:3:forces:R:3
Na 0.166091 -0.406316 -0.545122 0.390 -0.166 -1.442
F 1.920025 -1.415316 -1.839034 0.014 -0.093 0.841
F 1.106449 1.747283 -0.640178 -0.652 -0.362 0.043
C -2.724109 -1.023167 -4.317519 -1.265 -0.357 -0.230
C -2.668156 -0.842563 -2.780685 0.411 0.416 -0.196
C -3.438410 -2.003283 -2.122777 -1.005 -0.278 -0.617
O -1.407808 -0.733002 -2.344707 -0.038 0.222 0.757
H -2.191226 -1.930079 -4.616897 0.440 0.286 -0.050
H -2.422598 -0.120664 -4.849003 0.593 -0.142 0.072
H -3.769066 -1.193636 -4.653714 0.077 0.065 0.166
H -3.265581 0.109438 -2.610123 -0.207 -0.266 0.111
H -4.362992 -2.234729 -2.689042 0.046 0.167 0.078
H -3.779081 -1.788391 -1.106968 0.464 -0.044 0.143
H -2.848931 -2.922143 -2.181634 0.248 0.146 0.328
C 3.878351 -1.354523 0.247565 0.544 0.918 -0.079
S 3.946853 -1.829593 1.968255 0.005 -0.211 -0.296
O 2.605781 -1.585915 2.562103 -0.177 0.088 0.234
C 4.044859 -3.607779 1.660994 0.306 -0.157 -0.096
H 4.499582 -1.996258 -0.375603 -0.114 -0.182 0.068
H 4.282200 -0.341840 0.159909 -0.007 -0.009 0.146
H 2.862619 -1.293347 -0.163796 -0.265 -0.522 -0.346
H 3.710051 -4.114138 2.563986 -0.092 0.009 -0.016
H 5.089637 -3.869345 1.473253 -0.005 0.052 0.008
H 3.456163 -3.881089 0.786849 -0.231 0.025 0.124
C 0.982607 1.410490 2.454524 0.072 -0.272 0.386
S 1.416950 3.129824 2.252168 0.435 0.132 -0.465
O 2.015061 3.635858 3.535248 -0.159 0.008 0.398
C 2.784452 2.759695 1.163025 0.347 0.689 -0.194
H 1.103143 0.946120 1.481173 -0.149 0.043 -0.108
H -0.034252 1.287422 2.819855 -0.025 0.054 -0.025
H 1.697414 0.974148 3.154840 -0.018 0.019 -0.007
H 2.326959 2.450463 0.201068 0.021 -0.400 0.208
H 3.411328 2.006909 1.640424 -0.020 -0.114 -0.022
H 3.370298 3.667561 1.000796 -0.078 0.112 0.276
C -1.709186 2.225198 -0.021149 -0.303 0.076 0.401
S -2.688626 0.745003 0.234446 0.200 0.066 -0.825
O -1.881403 -0.111212 1.153575 0.175 -0.125 0.374
C -4.020764 1.430525 1.226063 -0.238 -0.391 0.469
H -1.598151 2.747175 0.933532 -0.005 -0.038 0.018
H -2.225904 2.869308 -0.733373 0.088 -0.064 -0.141
H -0.701995 1.928914 -0.369442 -0.055 0.172 -0.227
H -3.682146 1.935056 2.132854 0.174 0.246 -0.195
H -4.584778 0.554707 1.556847 -0.058 0.010 -0.112
H -4.671728 2.037239 0.597418 0.115 0.170 0.041
```
Forces are in eV/Å.

Output
Highest occupied orbital energy, eV: -0.878
LUMO, eV: 4.14
Total charge: -2
ΔE to the lowest compared entry with this formula, charge and spin, kcal/mol: 0.00

Results of the Löwdin charge analysis, in e, for atoms 1 through 6:
1 Na 0.3366
2 F -0.6767
3 F -0.5521
4 C -0.1124
5 C -0.7289
6 C -0.1036



A cluster of 3 separate species, C18H27FN8P in total. Source: the OMol25 dataset; level of theory: ωB97M-V/def2-TZVPD.

Geometry as XYZ:
```
55
Properties=species:S:1:pos:R:3:forces:R:3
C 1.585524 0.128764 -4.112001 -0.415 0.086 0.106
C 0.474055 -0.767912 -4.535329 -0.186 -0.264 -0.122
N 0.420943 -1.222896 -5.715072 0.039 0.271 0.117
C -0.593031 -1.079850 -3.482381 0.117 -0.375 -0.330
N -0.232175 -2.210404 -2.596277 0.169 0.618 -0.293
P 0.219777 -3.749862 -3.306512 -0.243 -1.499 0.761
N -0.412558 -5.033055 -2.732036 -0.150 0.770 -0.186
C -0.225751 -2.096888 -1.254592 -0.160 0.830 -0.404
N 0.074143 -3.080788 -0.430776 0.349 -0.965 0.030
C -0.016255 -2.578659 0.778300 -0.008 0.180 0.080
N -0.352870 -1.305857 0.774893 -0.374 -0.062 0.434
C -0.528961 -0.388224 1.907264 0.687 0.474 -0.326
C 0.511050 0.709780 1.831498 0.207 -0.228 -0.507
C 1.916090 0.141459 1.816601 0.052 -0.170 0.082
F 2.668023 0.722796 2.803562 0.377 0.326 0.354
N -0.505836 -0.973289 -0.531227 0.080 -0.303 -0.735
H 2.051542 0.567102 -4.977975 0.410 -0.106 -0.238
H 1.177318 0.939177 -3.520492 -0.004 0.259 0.284
H 2.287377 -0.413539 -3.490926 0.370 -0.049 0.091
H -0.414226 -1.783005 -5.867220 -0.092 -0.093 -0.095
H -0.776281 -0.178872 -2.919371 -0.061 0.217 0.407
H -1.515329 -1.329955 -3.989470 -0.316 -0.093 -0.132
H -0.057427 -3.546607 -4.662826 0.207 0.434 0.062
H 1.619243 -3.737458 -3.183192 0.049 0.355 -0.311
H -1.044897 -4.888569 -1.959388 -0.032 -0.463 0.108
H 0.157832 -3.106997 1.686919 0.096 -0.275 0.424
H -0.314272 -0.972631 2.783948 -0.413 -0.377 0.380
H -1.531329 0.002255 1.919534 -0.452 -0.114 0.119
H 0.382256 1.287878 0.928421 -0.208 0.492 -0.245
H 0.425424 1.378651 2.673672 -0.189 0.153 0.303
H 1.935952 -0.929126 2.002297 -0.062 -0.290 0.083
H 2.410505 0.316550 0.871902 0.198 0.104 -0.340
H -0.781434 -0.055807 -0.825599 -0.009 0.294 0.065
N 1.631492 3.012425 -0.893189 0.069 -0.169 0.039
C 2.845909 3.101564 -0.346790 -0.088 -0.016 0.000
C 3.928763 3.700675 -0.970374 -0.008 -0.027 0.050
C 3.747973 4.234793 -2.233529 0.041 0.043 -0.077
C 2.494622 4.153553 -2.817127 -0.015 0.015 -0.012
C 1.476263 3.540442 -2.106235 -0.137 -0.052 -0.045
H 2.951048 2.675325 0.642094 0.066 -0.003 0.116
H 4.888214 3.746288 -0.475214 -0.001 -0.010 0.029
H 4.568733 4.709842 -2.754034 0.004 0.003 -0.005
H 2.308102 4.560074 -3.801132 -0.027 0.011 -0.002
H 0.477921 3.464188 -2.525275 0.019 0.064 -0.060
N -2.510556 -0.227130 4.542714 -0.027 -0.003 -0.071
C -2.840796 -1.198146 5.394453 0.093 -0.028 -0.038
C -3.987285 -1.182005 6.171662 -0.003 0.019 -0.002
C -4.840290 -0.096351 6.063958 -0.039 0.000 0.029
C -4.513241 0.923948 5.186196 0.001 -0.006 0.002
C -3.344392 0.809539 4.452341 0.076 0.005 -0.050
H -2.145692 -2.028291 5.455180 -0.031 -0.029 0.045
H -4.203453 -1.999299 6.844768 0.017 -0.015 0.005
H -5.744560 -0.045331 6.655447 -0.006 0.001 0.005
H -5.148824 1.790635 5.072886 0.008 0.016 -0.013
H -3.054374 1.589102 3.755050 -0.045 0.046 0.025
```
Forces are in eV/Å.

Output
Highest occupied orbital energy, eV: -11.743
LUMO, eV: -2.91
Total charge: +1
ΔE to the lowest compared entry with this formula, charge and spin, kcal/mol: 0.00

Results of the Löwdin charge analysis, in e, for atoms 1 through 6:
1 C -0.0265
2 C -0.4344
3 N 0.1626
4 C -0.1248
5 N -0.1488
6 P 0.7446



no.,E (hartree)
1,-249.2648
2,-6853.5960
3,-281.5243
4,-2215.4139
5,-1581.0602